One molecule with the formula CH4N3P in a non-equilibrium geometry. Source: the OMol25 dataset; level of theory: ωB97M-V/def2-TZVPD.

The LUMO energy (alpha / beta) comes out at 0.5419 / 0.5400 eV. The total charge is 0. As for the strongest force on any atom: 4.1 eV Å⁻¹. The calculation puts the HOMO energy (alpha / beta) at -8.35 / -8.35 eV. The relative energy (zero: lowest compared OMol25 entry of this formula, charge and spin) comes out at 90.3 kcal per mole.

Last column: Löwdin charge in e.
Element x y z (Å)
C1 -0.76 1.01 -0.15  -0.362
N1 1.46 0.92 -0.24  0.106
N2 1.68 -0.20 -0.15  -0.247
N3 0.84 -1.11 0.06  -0.213
P1 -1.04 -0.74 -0.29  0.820
H1 -1.23 1.55 0.65  -0.010
H2 -0.50 1.59 -1.00  -0.029
H3 1.05 -2.07 0.12  0.054
H4 -1.50 -0.94 1.00  -0.119

=====

One molecule with the formula CH4N4S in a non-equilibrium geometry. Source: the OMol25 dataset; level of theory: ωB97M-V/def2-TZVPD.

The LUMO energy comes out at -0.1396 eV. The total charge is 0. As for the strongest force on any atom: 4.1 eV Å⁻¹. The calculation puts the HOMO energy at -8.25 eV. The relative energy (zero: lowest compared OMol25 entry of this formula, charge and spin) comes out at 91.6 kcal per mole.

Last column: Löwdin charge in e.
Element x y z (Å)
C1 0.19 1.07 0.09  -0.356
N1 -1.03 -2.53 -1.01  -0.068
N2 -0.68 -1.39 -0.81  -0.383
N3 -0.60 -4.75 -0.30  0.081
N4 -0.52 -3.60 -0.12  -0.294
S1 0.21 -0.73 0.42  0.813
H1 -0.75 1.54 0.17  0.028
H2 0.77 1.20 -0.83  0.046
H3 0.67 1.57 0.85  0.005
H4 0.06 -3.03 0.77  0.128

=====

A 2-piece molecular cluster, CH4N5 overall in a non-equilibrium geometry. Source: the OMol25 dataset; level of theory: ωB97M-V/def2-TZVPD.

The LUMO energy comes out at -5.0630 eV. The total charge is +1. As for the strongest force on any atom: 7.6 eV Å⁻¹. The calculation puts the HOMO energy at -14.09 eV. The relative energy (zero: lowest compared OMol25 entry of this formula, charge and spin) comes out at 79.5 kcal per mole.

Last column: Löwdin charge in e.
Element x y z (Å)
C1 1.99 -1.00 -0.71  0.062
N1 -0.93 0.43 1.20  0.138
N2 -2.01 0.74 0.94  -0.255
N3 0.52 0.96 -0.22  0.332
N4 -3.16 0.79 0.88  0.186
N5 1.21 0.09 -0.41  0.016
H1 2.96 -0.77 -1.12  0.141
H2 1.74 -1.64 0.11  0.132
H3 1.44 -1.19 -1.60  0.124
H4 -3.76 1.59 0.93  0.123

=====

An isolated ion of composition CH4N5O3 and charge -1 in a non-equilibrium geometry. Source: the OMol25 dataset; level of theory: ωB97M-V/def2-TZVPD.

The LUMO energy comes out at 3.6099 eV. The SMILES is NC(N)=NON=[N+]([O-])[O-]. The total charge is -1. As for the strongest force on any atom: 3.5 eV Å⁻¹. The calculation puts the HOMO energy at -4.03 eV. The relative energy (zero: lowest compared OMol25 entry of this formula, charge and spin) comes out at 0.0 kcal per mole.

Last column: Löwdin charge in e.
Element x y z (Å)
N1 1.76 -1.49 -1.07  0.056
C1 0.68 -0.67 -0.82  -0.643
N2 1.09 0.66 -0.84  0.102
N3 -0.46 -1.14 -0.59  0.125
O1 -1.50 0.06 -0.51  -0.224
N4 -2.29 0.16 0.63  -0.026
N5 -1.89 1.00 1.54  -0.550
O2 -1.01 1.87 1.35  -0.095
O3 -2.62 0.93 2.55  -0.100
H1 1.52 -2.50 -0.87  0.104
H2 2.53 -1.08 -0.46  0.107
H3 0.26 1.22 -0.52  0.074
H4 1.93 0.98 -0.40  0.070